*1*
# CdN4O12

CdN4O12 as an isolated structure (ωB97M-V/def2-TZVPD, OMol25).

Geometry as XYZ:
```
17
Properties=species:S:1:pos:R:3:lowdin_charge:R:1
O 0.15420 0.38684 1.63676 -0.1820
N 0.08532 2.93120 -1.34424 -0.5952
O 0.69693 3.89917 -0.93464 -0.0005
O 1.54915 1.65414 2.74571 -0.0391
N 0.57648 0.88018 2.70102 -0.6002
O -2.89261 -0.91121 -2.45239 -0.0511
N -2.58621 -0.17730 -1.49543 -0.5989
N 1.78079 -3.47974 0.22341 -0.6308
O 2.08213 -4.16045 -0.75124 -0.0377
O 0.57824 1.75279 -1.11639 -0.2471
O -3.22703 0.83453 -1.28079 0.0085
O -1.60178 -0.56742 -0.79270 -0.2119
O 0.14191 0.45509 3.78537 -0.0397
Cd 0.41014 -0.23930 -0.34918 1.4471
O -0.96514 2.94635 -1.97654 -0.0059
O 1.02246 -2.46854 0.05103 -0.1923
O 2.19503 -3.73635 1.35024 -0.0233
```

Output
E_LUMO = 5.025 eV
HOMO level = -3.605 eV
Net charge = -2



*2*
# CdN4O12

CdN4O12 as an isolated structure (ωB97M-V/def2-TZVPD, OMol25).

Geometry as XYZ:
```
17
Properties=species:S:1:pos:R:3:lowdin_charge:R:1
O 0.40642 12.66732 10.86969 -0.1676
O 1.02522 11.06343 8.35933 -0.2493
O -0.19279 15.32897 8.83820 -0.2022
O 4.37593 13.96622 7.83467 -0.0546
O -1.86656 16.57591 9.59008 -0.0561
N -0.24885 12.21374 11.80070 -0.5743
O 2.89820 10.14271 8.21931 -0.0251
O 2.70583 13.60742 9.04782 -0.2027
N 3.87429 13.27248 8.73490 -0.5821
N -1.04520 16.28755 8.67245 -0.6107
Cd 0.71812 13.10829 8.87234 1.4553
O -1.19542 11.36627 11.69106 -0.0691
O 1.09839 8.95498 8.80576 0.0061
O -1.09168 16.82000 7.59185 -0.0203
O 4.56236 12.32930 9.17196 -0.0157
N 1.68457 9.96363 8.45567 -0.5787
O -0.29546 12.83260 12.89169 -0.0530
```

Output
E_LUMO = 4.842 eV
HOMO level = -3.424 eV
Net charge = -2



Which structure above is the least stable? It is *2*.